# C29H53BrFN5O8P

4 unconnected molecules or ions with the total composition C29H53BrFN5O8P in a non-equilibrium geometry (ωB97M-V/def2-TZVPD, the Open Molecules 2025 dataset).

Geometry as XYZ:
```
98
Properties=species:S:1:pos:R:3:forces:R:3:mulliken_charge:R:1
C 7.9755 -0.7478 0.8568 1.2526 0.0649 0.3149 -0.57
O 6.7560 -0.2294 0.2856 0.2838 -1.4129 0.0270 -0.41
C 5.7872 -1.3128 0.0633 -0.1352 -0.4158 1.6371 -0.28
C 4.2961 -0.7813 0.3837 0.2424 -0.6166 -0.3300 -0.31
C 3.3032 -0.8785 -0.9070 -0.0505 0.2550 0.8391 -0.59
C 2.4984 0.5116 -1.0527 1.2619 -0.5089 -0.9026 -0.18
C 1.5317 0.5836 -2.3265 0.2036 -0.2455 -0.0860 -0.66
C 0.1475 -0.2089 -2.1712 -0.2915 0.1794 -0.5054 -0.70
C -0.8614 0.4290 -1.0893 0.0827 -0.0490 0.3593 0.37
C -1.7913 1.5895 -1.6891 0.4221 -0.1133 -0.6841 -0.67
C -2.9275 2.1294 -0.6914 1.1584 1.4170 -0.2726 -1.08
N -3.3857 1.0905 0.3154 -0.6391 -1.4986 2.3402 0.96
C -2.6915 1.1295 1.5859 -1.7264 -2.6085 1.1408 -0.25
C -2.9904 0.1432 2.7329 -2.2875 -0.5107 -3.5603 -1.01
C -4.1091 -0.9059 2.4998 1.7813 2.4664 -2.2393 0.74
C -4.4070 -1.9251 3.6805 -3.5054 -0.2692 1.8455 0.27
O -5.5314 -2.2018 4.1363 4.3985 1.2754 -2.4841 -0.40
O -3.2790 -2.5799 4.3404 -1.1793 -0.3381 -2.1437 -0.11
F -2.7595 -1.7161 5.2817 0.2582 1.1196 0.6196 -0.12
C -4.8476 -0.8837 1.1282 1.4662 1.1791 0.9778 0.04
C -5.9960 -1.9563 0.8833 0.3834 -0.2007 -0.2052 -0.91
C -5.3624 -3.2594 0.1589 -0.8230 -4.3939 0.7764 0.33
O -5.7203 -4.4143 0.5390 0.8576 4.8135 -0.8959 -0.55
N -4.3598 -3.1878 -0.9238 -0.0360 -0.2103 -0.0875 0.40
C -4.8683 -3.8849 -2.1792 -0.8529 0.2149 -0.8985 -0.84
C -3.1040 -3.9341 -0.5754 1.3060 -0.3989 0.6364 -1.02
C -4.4481 0.1291 0.0177 0.5320 -0.7259 4.8550 0.21
P -5.2347 0.2813 -1.7022 0.6618 -0.7501 -1.6965 0.17
O -6.1921 -1.0760 -2.1021 -0.4387 2.7059 1.6350 -0.42
Br -6.6297 2.0889 -1.4864 0.1426 -1.2763 0.1731 -0.19
H 8.2651 -1.7838 0.4474 -0.5589 1.4585 0.4981 0.19
H 7.9477 -0.8147 2.0124 -0.2957 0.0048 -1.7215 0.27
H 8.8598 -0.0464 0.6163 -1.5683 -0.9186 0.1874 0.25
H 5.8870 -1.8015 -0.9621 -0.0690 0.9685 1.2125 0.17
H 6.0616 -2.1193 0.8471 -0.6484 1.0371 -1.3708 0.33
H 4.4004 0.2876 0.7780 -0.1867 -1.3629 -0.7643 0.03
H 3.8925 -1.4130 1.2537 0.4847 0.9218 -1.3319 0.31
H 3.9687 -1.1209 -1.8040 -1.0933 0.5796 0.9719 0.28
H 2.5833 -1.7634 -0.7846 1.0639 1.1857 -0.1184 0.14
H 1.9945 0.7535 -0.0586 0.4828 -0.3282 -1.4305 0.20
H 3.3055 1.3203 -1.1987 -1.4671 -1.4657 0.2385 0.23
H 2.0763 0.1149 -3.2344 -0.7523 0.6997 1.4816 0.33
H 1.3657 1.6893 -2.6274 0.0167 -1.7142 0.6403 0.27
H 0.3264 -1.3241 -1.9257 -0.1379 1.8561 -0.2414 0.26
H -0.3584 -0.1957 -3.2128 0.6037 -0.0764 1.6650 0.39
H -0.2383 0.8925 -0.2387 -0.8248 -0.6827 -1.1778 0.01
H -1.4900 -0.4053 -0.5915 0.8558 1.2248 -0.9706 -0.14
H -1.0884 2.4715 -1.9376 -1.2794 -1.2190 0.4709 0.32
H -2.2632 1.2920 -2.6978 0.6439 0.1804 1.6695 0.27
H -3.8055 2.6224 -1.2396 1.1577 -1.0440 0.8963 0.32
H -2.4432 2.9793 -0.0749 -0.9901 -1.4562 -0.8091 0.50
H -1.8786 1.9158 1.7678 -1.4841 -1.2398 -0.7473 0.47
H -2.4408 0.1502 3.7271 -0.6760 0.2245 -1.6476 0.45
H -6.4741 -2.3582 1.8530 1.1015 0.8174 -1.4239 0.42
H -6.8766 -1.5157 0.2822 1.6705 -0.7245 0.7227 0.33
H -4.3393 -4.8994 -2.3393 -1.0795 1.5960 0.3818 0.37
H -4.6808 -3.2166 -3.1026 -0.1162 -1.0535 1.5498 0.23
H -6.0038 -4.0245 -2.1116 1.7096 -0.0014 -0.1360 0.29
H -2.4265 -4.0075 -1.5084 -1.2316 0.3523 1.4833 0.39
H -3.3203 -5.0129 -0.2330 0.1848 1.5878 -0.4646 0.40
H -2.4829 -3.4142 0.2487 -1.1197 -0.6641 -1.2245 0.18
H -7.1342 -0.7705 -1.9963 0.8574 -0.7331 -0.2261 0.33
C 5.1501 -4.5049 -1.7064 0.4144 -0.3029 -0.0136 0.07
O 4.7708 -3.9880 -0.6712 0.1272 -0.2302 -0.0818 -0.58
N 6.3163 -5.1927 -1.8607 -0.7294 0.3906 -0.1550 0.14
C 6.7024 -5.7820 -3.1273 0.1122 0.0103 0.2313 -0.93
C 7.2004 -5.3404 -0.7204 -0.2113 0.1550 0.1883 -0.69
H 4.5546 -4.4523 -2.6326 0.0600 -0.0446 -0.0615 0.32
H 6.8197 -6.8608 -2.9979 0.0449 0.0263 -0.1930 0.34
H 7.6527 -5.3477 -3.4478 -0.0419 -0.1317 -0.1478 0.35
H 5.9474 -5.5938 -3.8923 0.0346 0.0218 0.1345 0.29
H 6.6667 -5.8551 0.0824 0.1710 0.0602 0.0461 0.29
H 7.4954 -4.3497 -0.3652 0.0643 -0.1377 0.1057 0.05
H 8.0883 -5.9108 -0.9949 -0.1461 0.0655 -0.0667 0.39
C -5.3263 4.8383 0.6051 -0.1048 0.1282 0.4600 0.37
O -4.6503 5.7702 0.2119 -0.0532 -0.2186 0.2186 -0.62
N -5.7941 4.6859 1.8773 0.1952 -0.2149 -0.7480 0.11
C -6.5957 3.5452 2.2735 0.1013 0.2631 0.0965 -0.76
C -5.4793 5.6991 2.8674 0.1397 0.2061 -0.1956 -0.98
H -5.6217 4.0143 -0.0664 -0.0175 0.0802 0.2077 0.00
H -7.5646 3.8982 2.6353 -0.0135 -0.2258 0.0332 0.41
H -6.0808 3.0082 3.0748 -0.1739 -0.1116 0.0249 0.33
H -6.7536 2.8675 1.4328 0.0386 0.1185 0.0253 0.13
H -5.8698 6.6624 2.5306 0.1123 -0.0032 0.1611 0.29
H -4.3939 5.7775 2.9673 -0.0956 0.1397 0.0925 0.31
H -5.9189 5.4425 3.8319 0.0064 -0.0558 -0.1629 0.40
C 3.5847 3.5042 0.7055 0.2610 0.6355 -0.0287 0.17
O 2.9050 3.0389 -0.1938 0.0341 0.9956 0.3854 -0.70
N 4.1674 4.7350 0.6952 -0.2846 -0.8213 0.2387 0.14
C 4.9642 5.2203 1.8046 -0.0357 0.0926 -0.2193 -0.93
C 3.9853 5.5887 -0.4631 -0.1650 -0.2326 -0.1510 -0.94
H 3.7864 2.9395 1.6306 0.0551 0.0509 0.0356 0.28
H 4.5118 6.1352 2.1955 0.1570 -0.0195 0.1081 0.35
H 5.9751 5.4359 1.4501 0.0043 0.0416 0.1979 0.35
H 5.0162 4.4780 2.6027 -0.0420 0.0227 -0.1338 0.29
H 2.9179 5.7746 -0.6068 0.1073 0.0747 -0.1306 0.28
H 4.3739 5.0791 -1.3482 -0.0783 0.1662 -0.0300 0.29
H 4.5073 6.5363 -0.3269 -0.0317 -0.1536 0.0789 0.38
```
Forces are in eV/Å.

Max |F| = 5.210 eV Å⁻¹
E_HOMO = -10.654 eV
E_LUMO = -5.3438 eV
Total charge = +1
Frontier orbital gap = 5.311 eV